No. 1
{"formula": "C5H9IN", "method": "ωB97M-V/def2-TZVPD", "e_lumo_ev": -3.658, "total_charge": 1, "e_above_lowest_ev": 1.576, "homo_lumo_gap_ev": 9.889, "symbols": ["C", "C", "C", "C", "C", "N", "I", "H", "H", "H", "H", "H", "H", "H", "H", "H"], "coordinates": [[1.29349, 0.33517, 0.50281], [-0.17917, 1.04483, -0.95610], [0.56302, -0.20436, -0.66753], [0.39727, -1.58059, -1.16849], [-1.19413, 0.28145, 1.34166], [-0.15008, 0.51592, 0.40266], [-1.52744, 2.07135, 2.54029], [1.62951, -0.36557, 1.25972], [1.89772, 1.23237, 0.42201], [0.34219, 1.98200, -1.11884], [-1.12932, 0.96394, -1.47331], [-0.60228, -1.73794, -1.57034], [0.59673, -2.31181, -0.38768], [1.11206, -1.74918, -1.97484], [-2.12663, 0.04920, 0.82675], [-0.92295, -0.52680, 2.02123]], "forces_ev_per_angstrom": [[0.748, -0.162, 0.128], [-0.110, 0.248, -0.723], [0.302, -0.003, -0.308], [-0.098, -0.272, -0.054], [-0.887, 0.134, 0.958], [0.036, 0.551, 0.228], [0.131, -0.614, -0.427], [-0.203, -0.061, -0.003], [-0.108, 0.083, -0.040], [0.062, 0.001, 0.127], [-0.044, -0.137, 0.155], [-0.020, 0.007, -0.007], [0.010, -0.020, 0.032], [0.001, 0.037, 0.016], [0.161, 0.070, 0.029], [0.020, 0.137, -0.112]]}


No. 2
{"formula": "C5H9IN2OS2", "method": "ωB97M-V/def2-TZVPD", "e_lumo_ev": -0.071, "e_above_lowest_ev": 0.000, "homo_lumo_gap_ev": 8.797, "symbols": ["C", "C", "C", "C", "C", "N", "N", "O", "S", "S", "I", "H", "H", "H", "H", "H", "H", "H", "H", "H"], "coordinates": [[-0.53509, 2.60519, -0.72034], [0.79065, 0.67943, 0.16560], [-0.03815, -0.71816, 0.13112], [1.78526, 0.71660, -1.01058], [0.77369, -1.93143, 0.42505], [-0.14961, 1.69287, -0.12901], [-1.19491, -0.56316, 0.93765], [-3.14794, 0.42341, 2.02282], [-1.09522, 3.85188, -1.42169], [-2.59000, 0.33455, 0.70879], [-3.83974, -1.26687, -0.59992], [1.30737, 0.74120, 1.15303], [-0.32267, -0.74036, -0.94320], [2.62737, 0.00192, -1.13315], [2.39154, 1.65255, -0.94464], [1.30222, 0.48089, -1.98114], [1.28256, -2.06118, 1.37800], [1.51353, -2.06055, -0.42589], [0.31313, -2.95503, 0.44682], [-1.17396, -0.88376, 1.94066]], "forces_ev_per_angstrom": [[-0.209, 1.153, -0.538], [0.741, -2.540, -0.900], [0.212, 2.057, -1.116], [1.825, -0.199, -0.521], [1.437, -2.606, -0.989], [1.130, -2.364, 2.408], [-1.004, -0.529, 2.717], [-0.711, -0.080, 1.421], [-0.878, 1.723, -1.116], [1.824, 0.425, -1.141], [-0.760, -0.821, -0.612], [-0.635, 0.486, -0.625], [-0.257, -0.297, 0.541], [-0.573, -0.304, 1.294], [-1.047, -0.240, -0.650], [-0.237, 1.119, 0.485], [0.382, 1.158, 0.213], [-0.484, 0.327, 1.233], [-0.792, 1.195, -0.579], [0.037, 0.338, -1.525]]}


No. 3
{"formula": "C5H9IO2", "method": "ωB97M-V/def2-TZVPD", "e_lumo_ev": -0.511, "e_above_lowest_ev": 1.651, "homo_lumo_gap_ev": 8.843, "symbols": ["C", "C", "C", "C", "C", "O", "O", "I", "H", "H", "H", "H", "H", "H", "H", "H", "H"], "coordinates": [[-1.13295, 1.32921, -0.06681], [-1.52862, 0.16805, 0.85525], [-0.21557, 0.76694, -1.12262], [-0.47688, -0.92137, 0.65817], [0.21810, -0.58052, -0.67132], [1.06246, -1.25639, -1.20280], [3.32782, -1.57810, 0.36546], [3.24590, 0.40708, 0.61251], [-1.84877, 1.86238, -0.55554], [-0.47261, 1.89484, 0.67299], [-1.64759, 0.35820, 1.86917], [-2.49068, -0.08874, 0.50496], [-0.73285, 0.54865, -2.18469], [0.77405, 1.44392, -1.37955], [0.21972, -0.70845, 1.36169], [-0.91216, -1.99367, 0.54200], [2.61064, -1.65203, -0.25886]], "forces_ev_per_angstrom": [[4.216, -0.518, 2.954], [-0.539, -0.806, -2.470], [1.527, 0.869, -3.478], [-3.034, -1.466, -3.577], [0.148, -0.003, 1.017], [0.057, -0.416, -0.344], [0.601, 1.209, 0.693], [0.421, -0.459, 0.236], [-2.341, 1.756, -0.411], [-0.905, 0.427, -1.494], [-0.056, 0.972, 1.763], [-1.241, -1.118, -0.247], [0.928, 0.723, 2.226], [-2.552, -1.743, 0.581], [2.475, -0.496, 2.461], [1.127, 1.760, 0.874], [-0.832, -0.691, -0.784]]}


No. 4
{"formula": "C5H9IOS2", "method": "ωB97M-V/def2-TZVPD", "e_lumo_ev": -0.185, "e_above_lowest_ev": 0.000, "homo_lumo_gap_ev": 9.279, "symbols": ["C", "C", "C", "C", "C", "O", "S", "S", "I", "H", "H", "H", "H", "H", "H", "H", "H", "H"], "coordinates": [[0.76432, 0.45210, 0.07810], [-0.72890, -0.42732, -1.59748], [0.56663, -1.93338, -0.04365], [-0.21194, -0.65688, -0.15021], [0.07976, 1.69695, 0.71181], [1.92846, 0.45485, -0.24419], [-1.56605, 2.20376, 0.24414], [0.02552, 1.04478, 2.45010], [1.43963, 3.39254, 0.33345], [0.13620, -0.10101, -2.23147], [-1.45978, 0.26939, -1.47182], [-1.13776, -1.40576, -1.87685], [1.32127, -1.92883, -0.86404], [1.10147, -2.13305, 0.83253], [-0.24863, -2.78787, -0.17024], [-1.12441, -0.73909, 0.58631], [-1.95263, 0.96228, 0.39690], [1.06684, 1.63654, 3.01663]], "forces_ev_per_angstrom": [[-0.639, 1.641, -0.094], [2.450, -2.371, 0.682], [-1.951, -2.333, -2.532], [-0.412, -0.777, 0.882], [1.958, 0.555, 0.544], [-0.846, -0.387, 0.273], [0.343, 0.679, -0.304], [-0.455, 0.161, 0.214], [-0.712, -0.471, 0.471], [-1.068, -0.349, 0.293], [-2.000, 1.989, -0.742], [0.048, 0.396, -0.526], [-0.665, -0.429, 0.412], [0.540, 0.108, 1.622], [2.031, 1.341, -0.003], [1.826, 0.603, -1.205], [-0.904, -0.616, 0.146], [0.457, 0.261, -0.132]]}